Entry from the Open Molecules 2025 dataset: a 11-piece molecular cluster, C5H29NO12 overall in a non-equilibrium geometry (wB97M-V/def2-TZVPD).

Geometry as XYZ:
```
47
C5H29NO12 wB97M-V/def2-TZVPD
O -0.40010 -2.87313 -3.36827
C 1.18170 0.65238 3.08418
C 2.06841 -0.51809 3.00847
H -2.76072 -1.74732 -1.34551
H 2.61694 3.01996 -0.95492
H -0.97574 -2.13032 0.25763
O -0.39075 -1.35724 0.14367
H 0.38485 -2.27436 -3.30698
H -1.33881 -4.60438 0.86833
H -1.47260 0.13349 3.53229
H -0.75248 0.57029 -3.20452
O -0.80334 -0.08294 -2.49959
H -2.52619 -3.58152 1.06997
C 3.20767 -0.56215 2.30565
H -1.41748 -0.74253 2.19968
H -3.71432 -1.79206 -0.10872
O 1.80536 -1.43744 -2.77411
C -0.42729 2.35532 2.05165
H 3.13170 0.09161 -0.14615
O 2.38153 0.56294 -0.51823
O -0.76421 2.59134 0.77645
O 1.62437 1.23733 -3.11950
H 1.68410 -0.50976 -3.08221
N -1.26038 0.21329 2.53049
H -0.30658 -1.27901 -0.80988
H 0.16095 0.48859 1.10951
H 3.45032 0.21740 1.58496
O -3.03526 -2.26385 -0.58662
H 1.07872 3.12542 -0.82777
H 1.30434 -1.53974 -1.95364
H 1.30626 1.45512 -2.24610
H 1.61800 0.07123 -0.20135
H -5.00661 0.03480 -1.53671
H -0.17617 -3.70394 -2.94305
H -0.86627 3.54686 0.64229
O -4.08365 -0.15703 -1.67401
H 2.21447 1.98132 -3.29815
H 1.80960 -1.32639 3.67494
O 1.82652 3.38022 -1.36521
H -3.54368 0.59250 -1.38659
C -0.05403 0.81251 2.11431
H 0.72842 0.70278 4.07015
O -0.13906 3.21501 2.82102
H 1.74872 1.55911 2.84752
O -1.63111 -3.80478 1.30882
H -1.13652 -0.93336 -2.81256
H 3.96156 -1.31430 2.45267
```

Output
2S+1	2
DFT total energy	-1165.1933	Eh
frontier orbital gap (alpha / beta)	10.20 / 5.03	eV
charge	+1

---

Entry from the Open Molecules 2025 dataset: C61H45BrIN5O5Sr as an isolated structure in a non-equilibrium geometry (wB97M-V/def2-TZVPD).

Geometry as XYZ:
```
119
C61H45BrIN5O5Sr wB97M-V/def2-TZVPD
H -5.52575 -7.78997 1.12509
H 1.71081 7.30688 -5.32879
C -4.63253 -2.67291 0.85560
C 0.49887 5.65514 -4.66771
C -1.68888 -0.79089 -6.84730
C 0.48816 4.40242 -4.08062
H 2.45023 9.78791 -1.74921
O -4.20010 -7.47072 2.69409
C 2.29128 -0.79170 6.03279
C 2.05773 8.78671 -1.57988
C 0.26557 -2.49394 -2.36595
C 0.53930 -1.41906 -3.21624
C -0.18866 -1.24718 -4.48178
H -0.43740 6.12423 -4.94347
N 0.44251 -2.50410 -1.03091
C 1.57075 -4.00291 2.82060
C 0.45178 1.97437 -2.49750
C 2.82024 1.50979 -2.86644
C 3.84764 4.46632 -0.67144
C 2.67248 1.98900 3.15312
H 2.84378 -3.10670 4.40639
H -4.23583 -6.00786 0.38237
Sr 0.24202 -0.50265 0.28172
H -3.25793 -3.04811 3.93097
N 2.09971 0.69039 1.32972
H -0.32338 1.38384 10.44978
C 2.18089 0.66473 2.71853
C 2.02707 1.66619 -1.59568
H -2.45239 -4.55344 -0.33341
C 2.12694 -2.97353 3.61138
C 2.57770 3.88629 -0.62067
H -4.01851 0.45594 -8.74434
H 0.31897 1.50495 4.56718
C 2.84285 2.74153 2.06462
C -3.36615 -2.77432 2.88910
H 3.83628 6.21687 -4.68384
C 1.64149 -1.77297 3.09640
C -1.00064 -5.76052 2.44608
C -0.06496 -4.04798 0.81046
N 0.81988 -2.03109 2.04076
H -3.36979 1.11827 -7.21847
H -0.32549 -4.16103 -3.80019
I -1.67626 1.56697 1.71564
H -5.52605 -2.86393 0.28215
H 3.80597 1.95490 -2.91004
C 0.76337 -3.38492 1.86804
C 1.90360 -0.37667 3.55253
O -2.41770 -0.54459 -8.00968
C 1.42965 -0.30823 -2.80074
H -0.12536 -5.64845 3.06555
H 1.80383 -5.05563 2.88746
H -0.10204 0.51918 -7.41517
C 0.26096 -0.39266 -5.50324
H -5.77399 -6.28540 2.04888
H 2.90593 2.25346 4.17253
C -1.08083 -5.04487 1.24152
N 0.97000 0.68644 -1.80238
H -0.03422 2.58266 9.17046
C -3.50295 -2.09155 0.30050
H 3.21460 3.75417 2.01740
H 1.20748 0.11544 -5.38590
H 0.49113 4.29633 -0.75200
H 3.13755 -0.37898 -4.10699
C -1.43145 -1.86572 -4.71253
C 1.70680 -0.06071 4.99231
H -1.85886 -2.49487 -3.94499
C 2.39167 2.42852 -0.38983
Br -3.51501 -1.65324 -1.55971
C -3.20760 -6.67751 2.15898
C 2.56781 0.12615 -3.34257
H -4.33123 -0.37631 -7.20283
C -2.32223 -2.16757 2.22086
C -3.32809 -5.97929 0.96895
C 2.88491 4.43676 -3.96586
C 0.57602 1.27676 6.68342
C -0.01135 -3.71343 -0.51449
H -0.10812 2.08343 6.90761
C 1.62189 2.42668 -3.12061
C -0.22362 -3.83113 -2.77808
H 0.76089 6.69341 -1.19937
C -5.48092 -7.33733 2.12120
H -5.36200 -3.91284 3.65449
H -6.17169 -7.86127 2.77964
H 2.49718 -1.07664 8.15485
C -0.40323 -4.55048 -1.66678
H 2.97143 -1.59661 5.79687
H -3.11470 -2.15068 -6.00674
C 1.68491 3.78166 -3.71881
H 3.82058 3.97161 -3.68621
O -5.60772 -3.66186 2.75754
H -0.43878 3.88569 -3.87032
H -1.94847 -7.09539 3.83368
C 1.48481 4.72787 -0.79365
C -0.17189 1.51618 9.37927
H -0.66913 -5.59515 -1.60438
C 2.42577 1.92340 0.89949
C -2.03100 -6.56534 2.89312
H 5.01476 6.26179 -0.95025
C 0.83833 0.96463 5.35107
C 1.17141 0.53520 7.69108
C 2.89425 5.70485 -4.53188
C 4.02771 5.82023 -0.90218
N -2.38058 -1.84615 0.92111
C -3.59634 0.20162 -7.77187
C -2.28113 -5.16802 0.53966
C 1.70314 6.31740 -4.88690
C -0.47286 -0.15823 -6.65530
C -4.53347 -3.03783 2.18502
H 4.71184 3.82694 -0.52823
H 1.40085 8.79891 -0.70431
O 0.96943 0.76569 9.03744
C 2.03530 -0.50359 7.36059
C 2.91676 6.62975 -1.10670
H 1.47700 8.47059 -2.45234
C -2.15912 -1.65740 -5.87322
H -1.05496 1.16470 8.83791
O 3.17509 7.95429 -1.37642
H -1.38679 -1.94786 2.71876
C 1.64065 6.08587 -1.04698
```

Output
DFT total energy	-5903.8971	Eh
frontier orbital gap	4.73	eV
charge	-2

---

Entry from the Open Molecules 2025 dataset: a 2-piece molecular cluster, H3S3 overall (wB97M-V/def2-TZVPD).

Geometry as XYZ:
```
6
H3S3 wB97M-V/def2-TZVPD
S -1.20333 0.58851 1.28434
H 0.71667 0.20433 -0.95732
H -2.00642 -0.45282 0.98829
S 1.83898 -0.67348 -0.96640
S -1.00887 1.33023 -0.65706
H 1.66298 -0.99676 0.30815
```

Output
DFT total energy	-1196.4050	Eh
frontier orbital gap	6.40	eV
charge	-1

---

Entry from the Open Molecules 2025 dataset: a 3-piece molecular cluster, C3H12O3 overall in a non-equilibrium geometry (wB97M-V/def2-TZVPD).

Geometry as XYZ:
```
18
C3H12O3 wB97M-V/def2-TZVPD
C 0.09773 0.21007 -1.99516
O -2.65876 -0.90404 -0.81511
H 1.40578 1.12418 2.65208
H 3.02162 0.53074 2.10527
C 2.28702 1.32471 2.03998
H 2.67205 2.31215 2.28573
H 1.00782 0.81501 -2.05751
H 1.36322 2.10125 0.45415
H -3.32664 -2.48430 0.28258
H -2.10399 -1.54478 1.10774
C -2.40894 -1.92150 0.12530
H 0.80534 0.16628 -0.16964
O 0.14459 -0.35752 -0.67570
H -1.60908 -2.57867 -0.22456
H -1.86363 -0.36493 -0.91566
H -0.79172 0.84091 -2.09364
O 1.84839 1.29375 0.65526
H 0.10922 -0.56331 -2.76109
```

Output
DFT total energy	-347.1586	Eh
frontier orbital gap	10.14	eV
charge	0
structure (SMILES)	CO.CO.CO

---

Question: The highest DFT total energy belongs to which entry?
Answer: C3H12O3